# 1
Formula: C24H22N7O4SY
Source: the Open Molecules 2025 dataset
Level of theory: the ωB97M-V functional and the def2-TZVPD basis

Its net charge is 0. The calculation puts the molar mass at 593.46 g/mol. Its highest occupied orbital energy is -7.60 eV. Its spin multiplicity is 1. As for the relative energy (zero: lowest compared OMol25 entry of this formula, charge and spin): 0.432 eV.

```
59
C24H22N7O4SY | the Open Molecules 2025 dataset | the ωB97M-V functional and the def2-TZVPD basis
Y 0.488 1.181 0.725
O 1.918 1.189 -3.864
C 0.699 1.446 -4.370
C 0.515 1.195 -5.732
C -0.709 1.432 -6.320
C -1.777 1.926 -5.570
C -1.591 2.184 -4.229
C -0.362 1.956 -3.605
C -0.183 2.236 -2.166
O 0.899 1.838 -1.599
N -1.160 2.879 -1.541
N -0.866 2.946 -0.206
C -1.468 3.826 0.497
C -1.105 3.932 1.922
C -1.784 4.796 2.769
C -1.398 4.879 4.096
C -0.352 4.088 4.541
C 0.263 3.241 3.633
N -0.084 3.168 2.352
H 1.844 1.318 -2.896
H 1.351 0.801 -6.292
H -0.841 1.226 -7.375
H -2.738 2.103 -6.032
H -2.403 2.565 -3.625
H -2.195 4.498 0.050
H -2.604 5.386 2.384
H -1.911 5.548 4.773
H -0.016 4.113 5.567
H 1.065 2.584 3.948
N -1.424 -6.503 1.267
C -1.132 -5.270 0.712
C -0.327 -5.183 -0.430
C -0.001 -3.955 -0.962
C -0.470 -2.792 -0.359
C -1.277 -2.864 0.770
C -1.603 -4.097 1.303
S -0.024 -1.252 -1.028
O -0.996 -0.253 -0.508
O 0.080 -1.380 -2.447
N 1.313 -0.692 -0.372
C 2.217 -1.242 0.479
N 2.550 -2.531 0.474
C 3.437 -2.896 1.393
C 4.009 -2.015 2.300
C 3.603 -0.695 2.209
N 2.718 -0.291 1.309
H -1.344 -7.299 0.656
H -2.227 -6.543 1.872
H 0.037 -6.090 -0.894
H 0.619 -3.895 -1.845
H -1.660 -1.961 1.221
H -2.234 -4.155 2.181
H 3.712 -3.946 1.401
H 4.731 -2.338 3.033
H 4.000 0.064 2.874
C -0.324 0.064 2.642
H -0.201 -1.021 2.543
H -1.406 0.233 2.760
H 0.124 0.320 3.612
```

These are the natural (NBO) partial charges, in e, on atoms 1 to 6: number 1, Y, carries 2.144; number 2, O, carries -0.672; number 3, C, carries 0.365; number 4, C, carries -0.282; number 5, C, carries -0.165; number 6, C, carries -0.276

=====

# 2
Formula: C24H22N9O2PPd
Source: the Open Molecules 2025 dataset
Level of theory: the ωB97M-V functional and the def2-TZVPD basis

Its net charge is +4. The calculation puts the molar mass at 605.90 g/mol. Its highest occupied orbital energy (spin up / spin down) is -20.07 / -20.10 eV. Its spin multiplicity is 5. The expectation value of S² is 6.04.

```
59
C24H22N9O2PPd | the Open Molecules 2025 dataset | the ωB97M-V functional and the def2-TZVPD basis
Pd -0.058 0.416 0.313
C 4.387 -2.634 -1.390
N 3.288 -1.654 -1.436
C 2.939 -0.964 -2.550
C 1.842 -0.210 -2.223
N 1.518 -0.448 -0.923
C 2.408 -1.331 -0.457
P 2.437 -2.053 1.201
C 2.383 -0.421 2.104
N 1.517 0.606 1.865
C 1.810 1.580 2.710
C 2.920 1.157 3.534
N 3.237 -0.066 3.133
C 4.325 -0.910 3.689
C 0.678 -2.416 1.412
N -0.343 -1.617 1.081
C -1.484 -2.305 1.355
C -1.150 -3.537 1.854
N 0.205 -3.592 1.893
C 0.966 -4.782 2.308
H 5.231 -2.230 -1.943
H 4.060 -3.567 -1.842
H 4.685 -2.804 -0.360
H 3.477 -1.065 -3.479
H 1.273 0.440 -2.864
H 1.292 2.527 2.760
H 3.432 1.683 4.331
H 4.806 -0.352 4.487
H 5.042 -1.126 2.901
H 3.893 -1.826 4.086
H -2.468 -1.922 1.153
H -1.766 -4.365 2.168
H 0.475 -5.220 3.172
H 1.978 -4.496 2.581
H 0.990 -5.500 1.491
O -3.756 3.985 -4.966
N -4.427 3.337 -4.205
O -5.582 3.006 -4.334
C -3.775 2.826 -2.951
C -4.675 2.314 -1.997
C -4.215 1.730 -0.807
C -5.102 1.318 0.214
C -4.568 0.808 1.377
C -3.188 0.662 1.464
N -2.329 1.005 0.488
C -2.827 1.573 -0.609
C -1.890 2.159 -1.583
N -0.596 2.107 -1.276
C 0.269 2.801 -2.038
C -0.105 3.516 -3.165
C -1.428 3.522 -3.548
C -2.379 2.841 -2.738
H -5.735 2.405 -2.211
H -6.173 1.426 0.082
H -5.196 0.519 2.209
H -2.743 0.248 2.361
H 1.304 2.777 -1.720
H 0.637 4.064 -3.731
H -1.749 4.057 -4.428
```

These are the natural (NBO) partial charges, in e, on atoms 1 to 6: number 1, Pd, carries 1.263; number 2, C, carries -0.418; number 3, N, carries -0.270; number 4, C, carries 0.000; number 5, C, carries -0.064; number 6, N, carries -0.519

=====

# 3
Formula: C24H23As2BrMnNO6
Source: the Open Molecules 2025 dataset
Level of theory: the ωB97M-V functional and the def2-TZVPD basis

Its net charge is +1. The calculation puts the molar mass at 706.13 g/mol. Its highest occupied orbital energy (spin up / spin down) is -11.63 / -11.63 eV. Its spin multiplicity is 2. As for the relative energy (zero: lowest compared OMol25 entry of this formula, charge and spin): 0.000 eV. The expectation value of S² is 0.96.

```
58
C24H23As2BrMnNO6 | the Open Molecules 2025 dataset | the ωB97M-V functional and the def2-TZVPD basis
Mn -0.797 0.074 1.576
O 0.223 -3.554 2.648
C 0.094 -2.367 2.647
O -1.042 -1.715 2.347
C 1.177 -1.382 3.005
C 2.375 -1.587 3.654
C 3.133 -0.466 3.984
C 2.662 0.814 3.703
C 1.449 0.926 3.059
N 0.779 -0.157 2.706
C 0.610 2.150 2.776
O 1.004 3.274 2.878
O -0.629 1.790 2.434
H 2.687 -2.593 3.899
H 4.074 -0.587 4.504
H 3.202 1.707 3.988
C -3.765 2.318 0.261
As -1.932 1.686 0.106
C -1.033 3.379 -0.057
C -1.920 0.869 -1.647
C -1.794 1.577 -2.834
C -1.733 0.883 -4.036
C -1.792 -0.504 -4.053
C -1.909 -1.213 -2.864
C -1.981 -0.517 -1.666
As -2.017 -1.373 0.063
C -1.614 -3.234 -0.166
C -3.906 -1.508 0.492
H -3.912 3.066 -0.515
H -3.894 2.784 1.237
H -4.490 1.520 0.138
H -1.583 4.008 -0.753
H -0.012 3.231 -0.392
H -1.025 3.844 0.926
H -1.718 2.656 -2.828
H -1.626 1.429 -4.964
H -1.735 -1.035 -4.994
H -1.932 -2.295 -2.876
H -2.344 -3.661 -0.851
H -1.708 -3.709 0.807
H -0.603 -3.376 -0.530
H -4.391 -2.110 -0.273
H -4.373 -0.529 0.535
H -4.011 -1.999 1.458
Br 5.576 2.317 -1.424
C 4.394 0.850 -1.579
C 4.727 -0.219 -2.397
C 3.861 -1.299 -2.497
C 2.674 -1.313 -1.783
C 2.352 -0.229 -0.974
C 3.212 0.859 -0.863
C 1.095 -0.239 -0.193
O 0.518 -1.314 0.098
O 0.623 0.870 0.225
H 5.654 -0.202 -2.953
H 4.125 -2.139 -3.126
H 1.987 -2.147 -1.847
H 2.954 1.689 -0.219
```

These are the natural (NBO) partial charges, in e, on atoms 1 to 6: number 1, Mn, carries 0.893; number 2, O, carries -0.522; number 3, C, carries 0.780; number 4, O, carries -0.737; number 5, C, carries 0.112; number 6, C, carries -0.188

=====

# 4
Formula: C24H23BrN4O7STb
Source: the Open Molecules 2025 dataset
Level of theory: the ωB97M-V functional and the def2-TZVPD basis

Its net charge is -1. The calculation puts the molar mass at 750.37 g/mol. Its highest occupied orbital energy (spin up / spin down) is -3.31 / -3.41 eV. Its spin multiplicity is 7. As for the relative energy (zero: lowest compared OMol25 entry of this formula, charge and spin): 3.072 eV. The expectation value of S² is 12.06.

```
61
C24H23BrN4O7STb | the Open Molecules 2025 dataset | the ωB97M-V functional and the def2-TZVPD basis
Tb -0.179 0.561 0.266
O -0.205 2.817 0.511
C 0.372 3.658 1.489
C 0.495 2.865 2.776
N 1.158 1.554 2.555
C 2.589 1.639 2.219
C 2.891 0.907 0.905
O 3.977 1.083 0.365
O 1.928 0.168 0.456
C 0.859 0.637 3.676
C -0.444 -0.133 3.424
O -1.181 -0.442 4.380
O -0.656 -0.475 2.155
H -0.411 3.371 -0.420
H -0.265 4.537 1.671
H 1.327 4.052 1.117
H -0.521 2.655 3.196
H 1.016 3.450 3.576
H 3.206 1.241 3.023
H 2.876 2.700 2.127
H 0.792 1.126 4.661
H 1.699 -0.089 3.734
Br -2.528 -1.399 -1.736
C -1.814 -3.078 -1.313
C -2.430 -4.189 -1.905
C -1.913 -5.486 -1.762
C -0.792 -5.697 -0.991
C -0.165 -4.610 -0.336
C 0.867 -4.879 0.590
C 1.541 -3.842 1.192
C 1.057 -2.536 1.065
C 0.043 -2.257 0.208
C -0.649 -3.222 -0.509
H -3.321 -4.077 -2.510
H -2.399 -6.323 -2.284
H -0.310 -6.678 -0.849
H 1.177 -5.921 0.759
H 2.407 -4.022 1.833
H 1.514 -1.703 1.603
S -4.913 2.537 0.394
C -4.807 1.299 1.584
C -3.569 0.713 1.591
N -2.754 1.179 0.543
C -3.345 2.130 -0.115
H -5.586 1.103 2.331
H -3.179 -0.062 2.261
H -2.818 2.579 -0.941
C 2.413 -0.063 -4.140
N 1.418 0.918 -3.719
C 1.426 2.203 -4.242
C 0.740 3.230 -3.665
C -0.001 2.932 -2.423
O -0.488 3.881 -1.731
N -0.094 1.655 -2.023
C 0.634 0.652 -2.564
O 0.599 -0.452 -2.000
H 2.704 0.127 -5.185
H 2.000 -1.075 -4.082
H 3.306 0.012 -3.498
H 1.927 2.259 -5.200
H 0.779 4.277 -4.095
```

These are the Mulliken partial charges, in e, on atoms 1 to 6: number 1, Tb, carries 0.105; number 2, O, carries -0.046; number 3, C, carries -0.378; number 4, C, carries -1.109; number 5, N, carries 0.665; number 6, C, carries -1.103

=====

# 5
Formula: C24H23CdN4STe
Source: the Open Molecules 2025 dataset
Level of theory: the ωB97M-V functional and the def2-TZVPD basis

Its net charge is -1. The calculation puts the molar mass at 639.56 g/mol. Its highest occupied orbital energy is -2.38 eV. Its spin multiplicity is 1. As for the relative energy (zero: lowest compared OMol25 entry of this formula, charge and spin): 0.296 eV.

```
54
C24H23CdN4STe | the Open Molecules 2025 dataset | the ωB97M-V functional and the def2-TZVPD basis
Cd -0.830 2.162 -0.058
N -2.962 6.158 -0.114
C -2.104 5.118 -0.308
S -2.834 3.592 -0.679
N -0.831 5.427 -0.204
N -0.005 4.357 -0.322
C 1.223 4.573 -0.573
C 2.135 3.431 -0.748
C 3.511 3.591 -0.806
C 4.301 2.454 -0.939
C 3.701 1.211 -1.003
C 2.312 1.144 -0.943
N 1.560 2.230 -0.837
H -3.916 6.040 -0.399
H -2.563 7.082 -0.118
H 1.601 5.589 -0.675
H 3.952 4.577 -0.729
H 5.380 2.544 -0.974
H 4.275 0.297 -1.066
H 1.785 0.197 -0.954
C -6.714 -0.011 1.951
Te -5.536 1.495 1.000
C -4.117 0.088 0.264
H -6.124 -0.515 2.712
H -7.068 -0.729 1.214
H -7.569 0.473 2.421
H -4.657 -0.739 -0.193
H -3.460 -0.262 1.055
H -3.508 0.577 -0.493
C -0.573 0.297 0.746
C -0.011 -0.786 0.572
C 0.645 -2.010 0.348
C 2.067 -2.047 0.600
C 2.970 -2.921 -0.053
C 4.336 -2.867 0.167
C 4.896 -1.950 1.052
C 4.030 -1.077 1.707
C 2.667 -1.118 1.489
C -0.135 -3.107 -0.194
C 0.272 -4.458 -0.139
C -0.512 -5.482 -0.643
C -1.748 -5.223 -1.224
C -2.184 -3.902 -1.269
C -1.405 -2.875 -0.770
H 2.592 -3.625 -0.783
H 4.977 -3.553 -0.378
H 5.964 -1.922 1.229
H 4.424 -0.345 2.406
H 2.020 -0.420 2.007
H 1.206 -4.710 0.346
H -0.155 -6.503 -0.566
H -2.360 -6.026 -1.617
H -3.149 -3.666 -1.706
H -1.771 -1.856 -0.809
```

These are the natural (NBO) partial charges, in e, on atoms 1 to 6: number 1, Cd, carries 1.480; number 2, N, carries -0.800; number 3, C, carries 0.295; number 4, S, carries -0.489; number 5, N, carries -0.460; number 6, N, carries -0.319

=====

# 6
Formula: C24H23Cl2N3O2Pt
Source: the Open Molecules 2025 dataset
Level of theory: the ωB97M-V functional and the def2-TZVPD basis

Its net charge is 0. The calculation puts the molar mass at 651.45 g/mol. Its highest occupied orbital energy is -8.22 eV. Its spin multiplicity is 1. As for the relative energy (zero: lowest compared OMol25 entry of this formula, charge and spin): 0.280 eV.

```
55
C24H23Cl2N3O2Pt | the Open Molecules 2025 dataset | the ωB97M-V functional and the def2-TZVPD basis
Pt 0.048 0.314 -0.062
C -2.082 -0.846 -2.878
C -3.025 -1.126 -1.740
C -3.993 -2.122 -1.847
C -4.906 -2.337 -0.828
C -4.860 -1.558 0.316
C -3.899 -0.568 0.463
C -3.834 0.257 1.716
C -2.981 -0.362 -0.574
N -1.960 0.622 -0.421
C -2.342 1.914 -0.438
O -3.467 2.371 -0.589
C -1.176 2.853 -0.249
C -1.218 4.231 -0.331
C -0.029 4.934 -0.179
C 1.170 4.268 0.046
C 1.149 2.890 0.119
N -0.012 2.252 -0.022
C 2.354 1.998 0.317
O 3.452 2.493 0.529
N 2.034 0.694 0.220
C 3.062 -0.276 0.391
C 3.953 -0.524 -0.655
C 3.877 0.281 -1.921
C 4.915 -1.513 -0.488
C 4.988 -2.242 0.687
C 4.098 -1.983 1.718
C 3.126 -0.998 1.587
C 2.189 -0.684 2.720
H -2.083 -1.670 -3.591
H -1.062 -0.686 -2.530
H -2.382 0.060 -3.409
H -4.036 -2.722 -2.748
H -5.658 -3.110 -0.928
H -5.574 -1.725 1.114
H -4.415 -0.206 2.515
H -4.232 1.257 1.536
H -2.803 0.370 2.059
H -2.167 4.714 -0.513
H -0.035 6.015 -0.247
H 2.114 4.782 0.163
H 2.846 0.384 -2.264
H 4.462 -0.187 -2.712
H 4.266 1.287 -1.753
H 5.613 -1.712 -1.293
H 5.741 -3.012 0.801
H 4.160 -2.546 2.642
H 2.227 -1.463 3.482
H 1.157 -0.577 2.378
H 2.463 0.262 3.193
Cl 0.424 -2.009 -0.346
C -0.216 -3.095 0.956
Cl -1.494 -2.356 1.861
H 0.634 -3.316 1.593
H -0.581 -3.972 0.435
```

These are the natural (NBO) partial charges, in e, on atoms 1 to 6: number 1, Pt, carries 0.766; number 2, C, carries -0.632; number 3, C, carries -0.041; number 4, C, carries -0.217; number 5, C, carries -0.212; number 6, C, carries -0.212